72
Properties=species:S:1:pos:R:3 method="wB97M-V/def2-TZVPD" spin_multiplicity=4 total_charge=-1 homo_ev="-1.4 / -6.7" energy_ha=-5314.40176
Ti 27.246 13.125 9.353
C 29.750 11.022 11.708
C 29.096 11.914 12.682
C 29.484 11.580 14.117
O 28.720 12.516 15.051
C 29.118 12.414 16.414
N 29.374 13.370 12.324
H 28.706 13.996 12.750
H 30.342 13.592 12.503
H 29.206 13.655 11.370
H 30.833 11.124 11.634
H 29.270 11.066 10.731
H 29.690 9.945 11.865
H 28.017 11.960 12.532
H 30.574 11.583 14.115
H 29.168 10.596 14.465
H 28.403 12.895 17.082
H 30.142 12.772 16.514
H 29.202 11.438 16.893
C 26.153 18.037 5.323
N 27.074 17.508 6.463
C 27.929 16.363 5.870
C 27.919 18.776 6.955
C 26.051 16.883 7.585
C 26.761 16.756 9.020
O 27.522 15.602 9.150
H 26.816 18.405 4.540
H 25.687 18.935 5.729
H 25.623 17.162 4.947
H 27.206 15.650 5.473
H 28.612 16.018 6.646
H 28.481 16.722 5.002
H 27.174 19.537 7.185
H 28.545 18.884 6.069
H 28.540 18.425 7.779
H 25.580 15.969 7.224
H 25.141 17.477 7.677
H 25.910 16.709 9.700
H 27.315 17.630 9.364
H 28.015 15.685 9.969
C 30.359 11.896 6.750
F 30.091 10.830 7.508
F 31.718 11.921 6.735
F 29.878 11.789 5.494
S 29.767 13.454 7.625
O 29.998 13.142 9.042
O 30.531 14.645 7.178
O 28.365 13.527 7.280
C 25.903 8.593 8.724
F 25.766 7.273 8.953
F 26.855 8.876 7.788
F 24.641 8.931 8.439
S 26.401 9.513 10.400
O 25.264 9.358 11.312
O 27.548 8.765 10.882
O 26.698 10.901 9.953
C 24.559 13.969 13.604
F 24.899 12.723 13.798
F 23.435 14.160 12.803
F 24.282 14.575 14.788
S 25.982 14.773 12.665
O 26.488 13.870 11.561
O 25.579 16.130 12.200
O 27.047 14.942 13.690
C 22.631 12.319 8.406
F 22.878 11.143 7.818
F 21.505 12.979 7.965
F 22.662 12.234 9.734
S 24.037 13.499 8.020
O 24.058 13.507 6.566
O 23.753 14.808 8.652
O 25.192 12.804 8.536

---

81
Properties=species:S:1:pos:R:3 method="wB97M-V/def2-TZVPD" spin_multiplicity=1 total_charge=+2 homo_ev="-11.6 / -11.7" energy_ha=-2217.29245
Sn 0.123 0.045 -0.010
C -0.583 -3.139 2.150
C 0.706 -3.285 1.586
C 0.886 -1.941 3.450
C -0.461 -2.320 3.318
C 1.619 -2.543 2.378
C -1.870 -3.676 1.658
H -1.712 -4.313 0.782
H -2.570 -2.869 1.378
H -2.358 -4.280 2.441
C -1.581 -1.920 4.181
H -2.352 -2.693 4.222
H -2.071 -1.013 3.799
H -1.246 -1.726 5.200
C 1.461 -1.045 4.468
H 0.942 -1.157 5.420
H 1.393 0.015 4.189
H 2.519 -1.257 4.636
C 3.078 -2.389 2.168
H 3.636 -2.762 3.048
H 3.366 -1.330 2.023
H 3.412 -2.956 1.289
C 1.050 -4.112 0.421
H 1.355 -5.124 0.720
H 1.878 -3.688 -0.148
H 0.205 -4.224 -0.260
C -1.340 1.313 -4.088
C -1.736 -0.030 -3.933
C -1.116 -1.184 -4.732
C 0.377 -1.068 -5.062
C 1.234 -0.540 -3.949
C 1.789 0.701 -4.081
C 1.147 1.883 -4.750
C -0.364 1.802 -5.093
H -1.626 -1.228 -5.709
H 0.532 -0.457 -5.978
H -1.300 -2.159 -4.245
H -0.500 1.275 -6.058
H -2.010 2.098 -3.676
H -2.802 -0.275 -3.756
H -0.655 2.859 -5.240
H 1.340 2.776 -4.123
H 2.778 0.958 -3.692
H 1.660 2.051 -5.710
H 0.730 -2.092 -5.299
H 1.541 -1.249 -3.183
P -1.732 0.556 -2.045
C -3.228 1.400 -1.430
C -1.588 -1.286 -1.761
P 1.795 1.914 -0.974
C 0.169 1.652 -1.878
C 2.837 0.359 -1.178
C 2.789 3.249 -1.735
H -3.164 1.844 -0.419
H -4.054 0.663 -1.416
H -3.505 2.219 -2.106
H -0.908 -1.674 -2.526
H -2.623 -1.615 -1.922
H -1.249 -1.759 -0.829
H 2.559 3.456 -2.793
H 3.855 2.988 -1.612
H 2.569 4.130 -1.116
H -0.131 2.651 -2.252
H 0.471 1.026 -2.705
H 3.749 0.592 -0.596
H 3.147 0.090 -2.189
H 2.406 -0.561 -0.727
O 0.152 1.540 1.727
C -0.896 1.319 2.483
O -1.761 0.467 2.243
C -0.954 2.149 3.716
C -1.017 1.501 4.941
C -1.162 2.220 6.123
C -1.245 3.622 6.048
C -1.162 4.297 4.799
C -0.983 3.546 3.642
H -0.920 0.416 4.932
H -1.230 1.688 7.081
H -1.415 4.215 6.953
H -1.246 5.397 4.735
H -0.829 3.995 2.636

---

107
Properties=species:S:1:pos:R:3 method="wB97M-V/def2-TZVPD" spin_multiplicity=2 total_charge=-1 homo_ev="-4.7 / -4.7" energy_ha=-3562.56084
Rb 18.414 5.525 14.388
C 13.129 1.131 19.911
C 14.501 1.765 20.267
C 14.263 2.977 21.120
C 15.267 0.728 21.040
C 15.294 2.115 18.979
C 15.585 3.409 18.663
C 16.341 3.776 17.540
N 16.771 5.016 17.297
C 16.200 6.173 17.666
C 14.893 6.325 18.151
C 14.402 7.566 18.494
C 15.192 8.717 18.337
C 16.436 8.672 17.765
C 16.979 7.372 17.369
O 18.028 7.301 16.677
C 17.249 9.917 17.499
C 18.679 9.831 18.102
C 17.376 10.126 15.983
C 16.500 11.175 18.030
C 12.977 7.677 18.991
C 12.912 7.869 20.524
C 12.212 6.382 18.627
C 12.267 8.955 18.419
C 16.877 2.720 16.642
O 17.690 3.044 15.735
C 16.479 1.377 16.950
C 15.685 1.114 18.049
C 17.006 0.335 16.020
C 16.507 -1.038 16.417
C 16.550 0.641 14.555
C 18.547 0.319 16.047
H 12.599 0.799 20.842
H 13.148 0.213 19.285
H 12.502 1.864 19.373
H 13.760 2.720 22.060
H 13.619 3.701 20.605
H 15.233 3.430 21.389
H 14.767 0.549 22.005
H 16.256 1.139 21.279
H 15.317 -0.245 20.492
H 15.354 4.181 19.417
H 14.239 5.476 18.160
H 14.819 9.677 18.646
H 19.255 9.011 17.608
H 18.706 9.653 19.202
H 19.255 10.754 17.957
H 17.945 9.309 15.512
H 17.815 11.099 15.796
H 16.373 10.041 15.509
H 16.404 11.082 19.195
H 15.514 11.212 17.550
H 17.100 12.027 17.797
H 13.423 7.037 21.070
H 11.861 7.851 20.904
H 13.360 8.847 20.808
H 12.660 5.505 19.045
H 12.145 6.314 17.551
H 11.169 6.458 19.053
H 12.779 9.864 18.774
H 11.170 8.975 18.731
H 12.418 8.980 17.305
H 15.413 0.072 18.250
H 15.387 -1.123 16.523
H 16.907 -1.351 17.380
H 16.840 -1.782 15.675
H 15.433 0.757 14.457
H 16.841 -0.138 13.855
H 16.975 1.593 14.180
H 18.927 0.050 17.064
H 18.986 1.317 15.816
H 18.916 -0.425 15.318
N 23.751 4.629 14.389
C 23.914 5.856 15.138
C 25.032 6.492 15.592
C 24.893 7.841 15.948
C 23.652 8.466 15.908
C 22.475 7.758 15.578
C 22.591 6.409 15.171
N 21.700 5.621 14.496
C 22.379 4.536 14.098
C 21.795 3.510 13.196
C 22.336 2.284 12.817
S 21.163 1.431 11.874
C 20.102 2.797 12.001
N 20.566 3.803 12.651
H 24.399 3.886 14.196
H 25.960 5.944 15.707
H 25.706 8.456 16.275
H 23.530 9.516 16.199
H 21.553 8.342 15.529
H 23.307 1.862 13.012
H 19.090 2.646 11.600
O 16.976 3.296 11.459
N 17.021 4.526 11.026
C 15.832 5.106 10.689
C 14.582 4.666 11.242
N 13.626 4.133 11.658
C 15.907 6.164 9.726
N 16.112 6.904 8.834
F 17.389 7.446 13.370
P 18.692 8.336 12.779
F 18.093 8.038 11.325
F 17.745 9.673 13.010
F 19.714 6.962 12.581
F 19.904 9.232 12.295
F 19.244 8.377 14.357

---

8
Properties=species:S:1:pos:R:3 method="wB97M-V/def2-TZVPD" spin_multiplicity=1 total_charge=0 homo_ev=-10.8 smiles="O=CC#CC=O" energy_ha=-303.94765
O 0.120 0.343 2.758
C 0.129 0.291 1.569
C 0.986 -0.449 0.600
C 0.862 -0.619 -0.599
C -0.205 -0.249 -1.539
O -0.928 0.654 -1.208
H -0.575 0.831 0.882
H -0.389 -0.802 -2.464

---

37
Properties=species:S:1:pos:R:3 method="wB97M-V/def2-TZVPD" spin_multiplicity=1 total_charge=+2 homo_ev=-14.9 energy_ha=-2003.23282
C 0.094 -4.839 -3.095
I 0.887 -3.070 -2.050
H -0.988 -4.925 -2.996
H 0.609 -5.690 -2.643
H 0.397 -4.705 -4.135
Bi -0.422 -0.831 -0.400
P -0.176 1.412 -1.951
C 1.388 1.750 -2.845
C -1.309 0.875 -3.285
H -1.753 2.955 -0.946
H -0.956 3.678 -2.395
H -0.083 3.566 -0.825
C -0.807 3.072 -1.488
H -2.303 0.697 -2.863
H -1.352 1.673 -4.038
H 1.180 2.422 -3.691
H 1.824 0.815 -3.215
H -0.954 -0.056 -3.739
H 2.103 2.226 -2.163
C 2.147 -0.223 -0.316
O 3.264 -0.452 -0.360
Cl -2.586 0.397 -0.055
N 0.945 0.719 6.760
C 0.780 1.273 5.507
O 1.029 2.450 5.278
C 0.142 0.322 4.519
C -0.683 -0.730 4.948
C -1.246 -1.577 4.004
C -0.961 -1.355 2.649
N -0.172 -0.347 2.225
C 0.317 0.527 3.134
H 1.544 1.258 7.382
H 1.063 -0.290 6.849
H -0.859 -0.864 6.026
H -1.899 -2.413 4.273
H -1.386 -1.988 1.856
H 0.862 1.385 2.725

---

14
Properties=species:S:1:pos:R:3 method="wB97M-V/def2-TZVPD" spin_multiplicity=1 total_charge=0 homo_ev=-10.0 smiles="C=CCCC(=O)Cl" energy_ha=-730.09226
C -0.721 0.818 -0.027
C -1.095 1.448 -1.108
C -0.702 -0.657 0.176
C 0.708 -1.112 0.816
C 1.706 -0.533 -0.091
O 2.040 -0.880 -1.177
Cl 2.448 0.963 0.571
H -0.577 1.447 0.871
H -1.130 2.524 -1.052
H -1.483 -0.863 0.955
H -0.929 -1.362 -0.590
H 0.491 -0.646 1.807
H 0.432 -2.117 0.817
H -1.188 0.970 -1.968

---

129
Properties=species:S:1:pos:R:3 method="wB97M-V/def2-TZVPD" spin_multiplicity=1 total_charge=-2 homo_ev=0.0 energy_ha=-3075.54969
C -4.401 3.740 -2.010
C -4.242 3.028 -3.381
P -5.120 1.380 -3.295
C -4.848 0.443 -4.900
In -4.040 -0.110 -1.486
C -3.431 -2.112 -2.334
C -1.977 -2.422 -2.302
O -1.402 -2.931 -3.273
C -1.145 -2.165 -1.074
C -1.237 -2.921 0.050
C -0.460 -2.701 1.158
C 0.465 -1.694 1.135
C 0.558 -0.907 0.009
C -0.231 -1.138 -1.078
C -5.711 -0.572 -0.008
O -5.723 -0.137 1.184
O -6.602 -1.306 -0.479
H -4.932 3.082 -1.314
H -5.016 4.637 -2.120
H -3.435 4.008 -1.582
H -4.789 3.643 -4.108
H -3.200 2.988 -3.718
H -5.263 0.968 -5.767
H -3.814 0.119 -5.054
H -5.443 -0.469 -4.782
H -2.685 0.697 -0.651
H -3.971 -2.914 -1.819
H -3.715 -2.131 -3.391
H -1.953 -3.732 0.105
H -0.564 -3.342 2.028
H 1.105 -1.519 1.997
H 1.283 -0.097 0.017
H -0.098 -0.492 -1.941
C -4.278 -2.418 2.627
O -3.826 -3.337 1.632
H -3.454 -1.751 2.868
H -5.113 -1.825 2.245
H -4.586 -2.957 3.533
H -4.561 -3.918 1.417
C -10.118 -0.620 0.653
O -9.824 -0.083 -0.621
H -11.194 -0.529 0.830
H -9.835 -1.676 0.688
H -9.576 -0.067 1.426
H -8.865 -0.179 -0.750
C 1.918 -5.103 2.925
O 0.621 -4.710 3.369
H 2.367 -4.262 2.402
H 2.549 -5.374 3.773
H 1.838 -5.952 2.240
H 0.233 -5.460 3.826
C 4.203 -1.112 2.285
O 2.921 -1.247 2.877
H 4.436 -2.038 1.763
H 4.209 -0.286 1.568
H 4.963 -0.932 3.053
H 2.723 -0.423 3.336
C -5.136 1.158 4.512
O -4.493 0.838 3.302
H -4.375 1.312 5.282
H -5.725 2.079 4.409
H -5.798 0.340 4.827
H -5.195 0.701 2.618
C 4.696 -4.832 6.409
O 4.354 -5.750 5.370
H 5.314 -4.050 5.986
H 3.790 -4.386 6.830
H 5.256 -5.344 7.197
H 3.806 -6.436 5.760
C -0.710 -0.209 -5.363
O -0.797 0.994 -4.625
H -1.436 -0.921 -4.975
H -0.924 -0.026 -6.424
H 0.292 -0.643 -5.268
H -0.136 1.589 -5.001
C 0.628 0.709 5.171
O 2.052 0.818 5.318
H 0.361 1.050 4.175
H 0.313 -0.329 5.288
H 0.122 1.332 5.912
H 2.273 0.511 6.199
C 2.112 2.773 -6.775
O 0.902 2.719 -6.024
H 2.181 1.870 -7.378
H 2.106 3.648 -7.430
H 2.963 2.820 -6.098
H 0.843 3.519 -5.492
C 4.575 5.967 -6.971
O 3.366 5.936 -6.218
H 4.628 5.060 -7.570
H 4.583 6.838 -7.633
H 5.431 6.008 -6.299
H 3.330 6.740 -5.694
C -10.885 -0.173 4.413
O -11.919 0.263 5.304
H -9.936 -0.117 4.938
H -11.067 -1.205 4.105
H -10.849 0.471 3.534
H -12.749 0.208 4.825
C 8.359 7.260 -4.924
O 6.951 7.152 -5.105
H 8.724 8.050 -5.577
H 8.594 7.515 -3.887
H 8.852 6.320 -5.188
H 6.642 6.452 -4.522
C 6.096 1.556 -5.683
O 4.897 2.044 -5.102
H 6.588 2.383 -6.191
H 6.765 1.161 -4.912
H 5.875 0.769 -6.410
H 4.469 1.303 -4.658
C 8.182 -2.442 6.078
O 6.928 -2.566 6.728
H 8.392 -3.376 5.559
H 8.156 -1.627 5.348
H 8.977 -2.253 6.807
H 6.752 -1.732 7.182
C 4.864 0.487 8.157
O 6.175 0.083 7.765
H 4.149 -0.124 7.612
H 4.722 0.334 9.229
H 4.701 1.538 7.910
H 6.804 0.624 8.249
C 3.237 -2.263 -5.340
O 3.217 -0.924 -4.859
H 3.717 -2.265 -6.317
H 3.803 -2.905 -4.661
H 2.219 -2.646 -5.439
H 2.786 -0.937 -3.998

---

50
Properties=species:S:1:pos:R:3 method="wB97M-V/def2-TZVPD" spin_multiplicity=3 total_charge=+2 homo_ev="-14.1 / -14.8" energy_ha=-1974.06597
Pt 1.236 0.845 1.208
C -0.125 -2.663 -2.882
N 0.540 -1.530 -2.229
C 1.189 -0.520 -2.891
C 1.637 0.348 -1.943
N 1.273 -0.134 -0.714
C 0.599 -1.261 -0.908
P -0.125 -2.266 0.430
C 1.230 -2.113 1.632
N 1.792 -0.978 2.046
C 2.754 -1.300 2.964
C 2.769 -2.655 3.105
N 1.810 -3.153 2.267
C 1.485 -4.578 2.115
C -1.208 -0.977 1.122
N -0.777 0.190 1.588
C -1.863 0.879 2.049
C -2.966 0.100 1.880
N -2.543 -1.066 1.295
C -3.425 -2.165 0.891
H 0.490 -2.992 -3.715
H -1.106 -2.360 -3.241
H -0.225 -3.478 -2.171
H 1.287 -0.520 -3.963
H 2.218 1.246 -2.061
H 3.353 -0.556 3.460
H 3.367 -3.301 3.724
H 2.130 -5.137 2.785
H 1.670 -4.892 1.092
H 0.448 -4.752 2.388
H -1.779 1.859 2.486
H -4.000 0.261 2.132
H -4.195 -2.285 1.648
H -2.849 -3.084 0.830
H -3.880 -1.943 -0.071
C -1.784 3.716 -3.139
C -1.897 4.101 -1.665
C -0.643 3.796 -0.911
N -0.498 2.825 -0.087
N 0.804 2.736 0.399
C 1.588 3.703 -0.022
N 2.879 3.824 0.327
S 0.799 4.771 -1.103
H -2.693 3.994 -3.670
H -1.639 2.640 -3.251
H -0.950 4.221 -3.628
H -2.697 3.546 -1.174
H -2.130 5.162 -1.560
H 3.244 3.261 1.076
H 3.407 4.638 0.062